(1)
{"formula": "C4H14N4O2SbSe4V", "method": "the ωB97M-V functional and the def2-TZVPD basis", "total_energy_ev": -308044.3394, "largest_force_ha_per_bohr": 0.0233, "total_charge": -1, "multiplicity": 4, "e_homo_ev": [-3.081, -3.078], "orbital_gap_ev": [4.4494, 4.3819], "symbols": ["V", "C", "O", "C", "O", "N", "N", "H", "H", "H", "H", "H", "H", "N", "C", "C", "N", "H", "H", "H", "H", "H", "H", "H", "H", "Se", "Sb", "Se", "Se", "Se"], "xyz": [[0.10055, -0.09724, -0.01436], [0.80684, -0.18361, 4.74880], [1.89952, -0.06824, 3.82213], [1.54940, -0.00280, 2.54389], [0.40926, -0.19863, 2.15238], [2.58043, 0.37017, 1.72777], [2.33006, 0.19011, 0.34251], [1.26769, -0.17422, 5.73067], [0.26850, -1.11368, 4.58209], [0.12946, 0.65929, 4.63023], [3.50908, 0.17845, 2.07806], [2.74896, -0.66667, -0.00755], [2.64900, 0.98489, -0.20220], [-1.69334, -1.28697, -0.53661], [-2.75501, -0.40399, -1.04721], [-2.87116, 0.77848, -0.11416], [-1.57204, 1.46593, -0.12580], [-1.32387, -1.83466, -1.32315], [-2.07145, -1.94104, 0.14057], [-3.71354, -0.91475, -1.15629], [-2.45904, -0.08704, -2.04864], [-3.07169, 0.45130, 0.91172], [-3.70230, 1.41660, -0.42950], [-1.59969, 2.29576, 0.45437], [-1.34361, 1.75788, -1.07918], [-2.04667, -2.10568, -3.91833], [-0.43910, -0.38051, -4.60251], [0.71420, 0.12133, -2.26799], [-1.35413, 1.82588, -4.96929], [1.41818, -1.14345, -5.91990]], "forces_ev_per_angstrom": [[-1.2, 0.1, -0.3], [0.0, -0.1, 0.0], [0.2, 0.1, -0.1], [-0.1, 0.2, -0.1], [-0.1, -0.1, 0.1], [0.1, -0.5, 0.0], [-0.1, 0.1, 0.7], [0.0, 0.0, 0.0], [0.0, 0.0, 0.0], [0.0, 0.0, 0.0], [0.0, 0.2, 0.0], [0.0, 0.1, -0.2], [0.0, -0.1, -0.1], [0.4, -0.1, 0.2], [-0.1, 0.0, 0.2], [-0.1, 0.0, -0.1], [0.4, 0.0, 0.3], [-0.3, 0.0, -0.2], [0.0, 0.0, 0.0], [0.0, -0.1, 0.0], [-0.1, 0.0, 0.0], [0.0, 0.0, 0.0], [0.1, 0.1, 0.0], [0.1, 0.0, 0.0], [0.0, 0.0, 0.0], [0.0, -0.1, -0.1], [-0.1, -0.2, 0.4], [1.0, 0.1, -0.6], [-0.2, 0.1, 0.0], [0.0, 0.0, -0.1]]}

(2)
{"formula": "C4H14N5", "method": "the ωB97M-V functional and the def2-TZVPD basis", "total_energy_ev": -11814.6393, "largest_force_ha_per_bohr": 0.1273, "total_charge": 1, "de_lowest_kj_mol": 187.4, "e_homo_ev": -12.673, "orbital_gap_ev": 9.8037, "symbols": ["C", "C", "C", "C", "N", "N", "N", "N", "N", "H", "H", "H", "H", "H", "H", "H", "H", "H", "H", "H", "H", "H", "H"], "xyz": [[2.51641, -0.07559, 0.15899], [0.55077, 0.70180, -0.10796], [-2.78635, 0.52689, 0.59250], [-1.76799, 0.28385, -0.63311], [3.80252, 0.41966, -0.13372], [0.35744, 1.91852, 0.21885], [-0.71029, -2.64741, 0.21359], [-0.45673, -0.13598, -0.27845], [-0.11112, -1.67443, -0.53149], [2.51828, -0.11405, 1.29172], [2.34580, -0.93250, -0.41939], [-2.32309, 1.30380, 1.24029], [-3.70824, 0.78613, 0.10665], [-2.81289, -0.39636, 1.16867], [-2.22836, -0.49014, -1.35262], [-1.67181, 1.20092, -1.12001], [4.28407, 1.14629, 0.45943], [4.22085, 0.44640, -1.10843], [1.09869, 2.68039, 0.09845], [-1.77445, -2.83178, 0.20216], [-0.35802, -2.66332, 1.22557], [-0.37182, -1.89352, -1.61792], [-0.61367, 2.44042, 0.32623]], "forces_ev_per_angstrom": [[1.7, 1.3, 1.8], [2.3, -3.5, 0.1], [2.8, -0.5, -1.1], [-2.8, -1.7, 1.1], [0.0, 1.8, -1.1], [-1.6, 6.4, 0.2], [-1.5, -0.2, 2.6], [1.0, -2.5, -0.3], [0.0, 0.8, -3.2], [-1.0, -0.3, -1.5], [-0.7, -1.1, -0.3], [-0.8, -0.3, -0.4], [-0.6, 0.3, 0.4], [-0.5, 0.1, 0.0], [0.8, 1.2, 1.0], [0.0, 1.5, -1.2], [-1.2, -1.2, -0.7], [-1.2, -0.3, 1.6], [-1.1, -2.0, 0.4], [2.1, 0.9, -0.3], [-0.6, 0.1, -2.2], [0.7, 1.1, 3.4], [2.3, -1.9, -0.4]]}

(3)
{"formula": "C4H14NO", "method": "the ωB97M-V functional and the def2-TZVPD basis", "total_energy_ev": -7906.6837, "largest_force_ha_per_bohr": 0.0238, "total_charge": 1, "de_lowest_kj_mol": 26.1, "e_homo_ev": -15.544, "orbital_gap_ev": 12.4296, "symbols": ["C", "C", "C", "C", "N", "H", "H", "H", "H", "H", "H", "H", "H", "H", "H", "H", "H", "H", "H", "O"], "xyz": [[1.33435, -0.67459, -0.56935], [-0.02052, -0.69414, -1.21952], [-0.60311, 0.68197, -1.51800], [-1.05683, 1.52138, -0.31053], [1.25856, -0.05967, 0.81543], [1.98526, 0.00902, -1.12610], [1.91616, -1.58722, -0.45449], [-0.72750, -1.29088, -0.66706], [0.11660, -1.16498, -2.19264], [-1.46900, 0.47246, -2.14663], [0.09953, 1.24431, -2.13372], [-0.33583, 2.30473, -0.06418], [-2.00139, 2.01214, -0.53403], [-1.25304, 0.91658, 0.56731], [0.88782, 0.88530, 0.75924], [0.61625, -0.54028, 1.48521], [2.18077, 0.01730, 1.23856], [-1.00808, -2.13002, 2.68245], [-1.23599, -0.66649, 2.95848], [-0.68401, -1.25694, 2.42955]], "forces_ev_per_angstrom": [[0.8, 0.9, 0.3], [0.3, -0.1, -0.5], [-0.3, -0.1, 0.1], [0.0, 0.1, -0.4], [0.0, 0.2, 0.4], [-0.1, -0.1, 0.0], [-0.6, -0.3, -0.1], [-0.3, -0.3, 0.3], [0.0, -0.3, 0.0], [0.0, 0.2, 0.0], [0.0, 0.1, 0.0], [0.0, 0.1, 0.1], [0.1, 0.2, 0.0], [-0.1, -0.2, 0.2], [0.0, 0.2, -0.2], [0.2, -0.4, -0.3], [0.1, -0.1, 0.1], [0.2, -0.1, -0.2], [0.1, 0.1, 0.0], [-0.3, 0.1, 0.3]]}

(4)
{"formula": "C4H14NO2", "method": "the ωB97M-V functional and the def2-TZVPD basis", "total_energy_ev": -9955.7225, "largest_force_ha_per_bohr": 0.0535, "de_lowest_kj_mol": 228.4, "multiplicity": 2, "e_homo_ev": [-3.240, -10.116], "orbital_gap_ev": [4.1962, 10.7262], "symbols": ["C", "C", "C", "C", "N", "H", "H", "H", "H", "H", "H", "H", "H", "H", "H", "H", "H", "O", "H", "H", "O"], "xyz": [[1.14357, -0.92901, 0.15448], [1.08147, -0.57056, 1.64151], [0.78253, -1.70095, 2.60378], [-0.17246, -1.58879, 3.51267], [-0.12430, -1.35157, -0.49852], [1.59233, -0.08560, -0.36609], [2.01497, -1.59628, 0.17161], [2.03872, -0.17800, 2.00207], [0.26051, 0.18440, 1.78810], [1.40170, -2.58085, 2.46674], [-0.25734, -2.30422, 4.29548], [-0.76744, -0.70135, 3.67219], [-0.75872, -0.46261, -0.44468], [-0.01056, -1.53122, -1.50288], [-0.52828, -2.18984, -0.04158], [-2.76721, 5.10996, -2.87729], [-2.13043, 5.39892, -4.20235], [-2.60117, 4.69827, -3.73312], [-0.25657, 0.52725, -3.62699], [0.40678, 1.16645, -2.33071], [-0.34809, 0.68561, -2.68443]], "forces_ev_per_angstrom": [[2.5, 0.2, 1.2], [-2.1, 0.5, 0.5], [-0.4, 0.5, -1.0], [0.6, 0.0, 0.5], [0.2, 1.4, 0.8], [-0.7, 0.3, -0.3], [-0.9, -0.9, -1.0], [0.0, 0.3, -0.6], [1.0, -0.3, 0.0], [-0.1, -0.1, 0.4], [-0.3, -0.8, 0.3], [0.0, 0.2, -0.4], [0.0, -1.0, 0.0], [0.2, -0.2, -0.5], [-0.2, 0.0, 0.0], [-0.1, -0.2, 0.0], [-0.1, -0.2, -0.1], [0.2, 0.5, 0.1], [0.4, 0.2, -0.2], [0.2, 0.1, -0.4], [-0.6, -0.3, 0.6]]}

(5)
{"formula": "C4H14NO2", "method": "the ωB97M-V functional and the def2-TZVPD basis", "total_energy_ev": -9956.5322, "largest_force_ha_per_bohr": 0.0262, "de_lowest_kj_mol": 150.3, "multiplicity": 2, "e_homo_ev": [-2.940, -8.544], "orbital_gap_ev": [3.3136, 8.7336], "symbols": ["C", "C", "C", "C", "N", "H", "H", "H", "H", "H", "H", "H", "H", "H", "H", "H", "H", "O", "H", "H", "O"], "xyz": [[1.46482, -1.60254, 0.39885], [-0.05662, -1.39703, 0.48559], [-0.65493, -0.56408, -0.58972], [-1.60494, -0.92931, -1.49665], [-0.50662, 0.90050, -0.38402], [1.98081, -0.89285, -0.22670], [1.89460, -1.58578, 1.41004], [1.69089, -2.61479, 0.04890], [-0.56561, -2.35740, 0.42146], [-0.34431, -0.97584, 1.46157], [-1.86714, -1.96792, -1.59629], [-2.20677, -0.26780, -2.09207], [-1.36186, 1.34841, -0.77388], [0.32555, 1.30365, -0.82019], [-0.50241, 1.10924, 0.62505], [-0.77242, 1.03193, 2.90328], [-2.19545, 1.58902, 2.89605], [-1.38708, 1.55187, 2.36050], [2.57721, 2.37596, -1.01885], [2.15545, 2.06667, -2.46815], [1.93683, 1.87808, -1.54477]], "forces_ev_per_angstrom": [[0.0, -0.9, 1.0], [-0.2, 0.1, -0.7], [0.3, 0.4, -0.3], [-0.3, -0.5, 0.3], [-0.3, -0.4, -0.1], [0.0, 0.3, -0.2], [0.1, 0.2, -0.1], [0.0, 0.2, -0.3], [0.0, -0.2, 0.1], [0.1, 0.2, 0.2], [0.0, -0.3, 0.1], [0.2, 0.5, -0.2], [0.1, 0.2, 0.1], [0.0, 0.0, 0.0], [-0.1, 0.2, 0.1], [-0.1, 0.1, -0.1], [0.1, 0.0, -0.3], [0.0, -0.1, 0.4], [-0.1, -0.1, -0.1], [-0.1, -0.1, 0.2], [0.2, 0.2, -0.1]]}